--- P ---
Density functional theory data (ωB97M-V/def2-TZVPD) for a cluster of 2 separate species, C3H6ClN in total.

Each line ends with the Löwdin charge.
Cartesian coordinates (Å):
H -1.65 1.69 -0.22  0.039
H 2.45 0.95 0.09  -0.051
H -1.38 -1.83 -0.95  0.014
H -0.55 -2.19 0.51  0.121
N -1.67 0.68 -0.48  0.113
C 1.55 1.02 0.54  -0.509
C -0.76 -0.07 -0.18  -0.291
Cl 0.70 2.50 0.54  0.518
H 0.45 -1.74 -0.97  0.128
C -0.59 -1.48 -0.44  -0.117
H 1.44 0.48 1.55  0.035

Summary:
Highest occupied orbital energy (spin up / spin down): -7.534 / -8.209 eV
Kohn-Sham gap (spin up / spin down): 7.728 / 8.639 eV
E_LUMO (spin up / spin down): 0.00711 / 0.01583 Eh

---

--- Q ---
Density functional theory data (ωB97M-V/def2-TZVPD) for the molecule C3H6ClN.

Each line ends with the Löwdin charge.
Cartesian coordinates (Å):
H -0.86 1.16 0.97  0.129
C 0.85 -0.18 0.55  -0.847
N 0.20 -1.23 -0.13  -0.061
H -0.29 -2.01 0.47  0.138
C -0.14 0.90 0.14  -0.249
C -0.83 -0.06 -0.77  -0.092
H -0.71 0.01 -1.79  0.069
H -1.88 -0.14 -0.48  0.098
H 0.28 1.71 -0.31  0.052
H 1.07 -0.37 1.66  0.125
Cl 2.32 0.21 -0.29  0.637

Summary:
Highest occupied orbital energy: -9.294 eV
Kohn-Sham gap: 10.241 eV
E_LUMO: 0.03480 Eh
SMILES: Cl[C@H]1CCN1

---

Which structure is the least stable? The one labeled P.

---

--- P ---
Density functional theory data (ωB97M-V/def2-TZVPD) for a structure of composition CH4BrP.

Each line ends with the Löwdin charge.
Cartesian coordinates (Å):
P -0.12 1.57 -0.59  0.757
Br -2.13 2.36 1.51  -0.232
H 0.83 2.06 0.45  -0.106
H -1.40 -0.56 -0.29  0.057
C -0.36 -0.13 -0.08  -0.548
H 0.26 -0.86 -0.74  0.067
H -0.09 -0.30 0.95  0.004

Summary:
Highest occupied orbital energy: -9.517 eV
Kohn-Sham gap: 7.313 eV
E_LUMO: -0.08098 Eh

---

--- Q ---
Density functional theory data (ωB97M-V/def2-TZVPD) for the molecule CH4BrP.

Each line ends with the Löwdin charge.
Cartesian coordinates (Å):
H 0.23 -1.48 1.24  -0.148
H -0.41 1.19 0.32  0.003
H -1.68 -0.11 0.01  0.050
C -0.67 0.33 -0.33  -0.484
Br 2.52 0.40 0.21  -0.030
P 0.50 -1.10 -0.07  0.563
H -0.51 0.76 -1.37  0.046

Summary:
Highest occupied orbital energy: -9.603 eV
Kohn-Sham gap: 8.951 eV
E_LUMO: -0.02395 Eh
SMILES: CPBr

---

--- R ---
Density functional theory data (ωB97M-V/def2-TZVPD) for the molecule CH4BrP.

Each line ends with the Löwdin charge.
Cartesian coordinates (Å):
C 1.25 0.36 -0.14  -0.229
H -2.70 0.04 0.39  -0.345
H 1.62 -0.23 -0.96  -0.015
H 2.04 0.49 0.60  -0.001
P -2.47 -1.13 -0.21  0.216
Br -0.48 -0.90 0.70  0.345
H 0.75 1.36 -0.36  0.030

Summary:
Highest occupied orbital energy (spin up / spin down): -7.370 / -7.703 eV
Kohn-Sham gap (spin up / spin down): 6.420 / 7.147 eV
E_LUMO (spin up / spin down): -0.03492 / -0.02042 Eh

---

Which structure is the least stable? The one labeled R.

---

--- P ---
Density functional theory data (ωB97M-V/def2-TZVPD) for the molecule C4H7NOS2.

Each line ends with the Löwdin charge.
Cartesian coordinates (Å):
H -0.14 0.76 1.70  0.068
H 2.37 1.63 -2.07  -0.142
H -0.73 -0.78 3.61  0.082
H -2.16 -0.52 2.57  0.072
O 1.27 0.82 -0.56  -0.024
C 0.00 0.25 -2.52  -0.277
C -1.14 -0.95 2.59  -0.174
S -0.94 -0.55 -0.11  0.983
H -0.90 -0.25 -2.83  0.089
N 0.67 0.75 -3.48  -0.373
H 0.76 -0.72 1.58  0.083
H -1.23 -2.04 2.44  0.069
S 2.11 1.60 -3.39  0.779
C -0.24 -0.29 1.54  -0.522
C 0.30 0.29 -1.06  -0.712

Summary:
Highest occupied orbital energy: -9.185 eV
Kohn-Sham gap: 8.907 eV
E_LUMO: -0.01021 Eh
SMILES: CCSC(=O)/C=N\S

---

--- Q ---
Density functional theory data (ωB97M-V/def2-TZVPD) for the molecule C4H7NOS2.

Each line ends with the Löwdin charge.
Cartesian coordinates (Å):
H -2.63 -0.89 1.66  0.080
H -2.50 0.73 1.30  0.066
C 0.00 -1.72 -0.26  -0.082
H -0.07 -2.13 0.79  0.132
S 2.56 -0.34 0.46  0.746
H 1.85 0.21 1.43  -0.145
H 1.46 -0.65 -1.60  0.111
H -3.92 -0.07 0.67  0.093
C -2.86 -0.20 0.87  -0.028
H -0.14 -2.60 -0.97  0.136
C -0.01 0.40 -0.38  -0.829
N -0.91 -0.59 -0.44  -0.185
O -2.23 -0.59 -0.38  -0.086
C 1.10 -0.64 -0.54  -0.633
S -0.01 2.04 -0.17  0.624

Summary:
Highest occupied orbital energy: -8.558 eV
Kohn-Sham gap: 9.116 eV
E_LUMO: 0.02050 Eh
SMILES: CON1C[C@H](S)C1=S

---

Which structure is the least stable? The one labeled Q.

---

--- P ---
Density functional theory data (ωB97M-V/def2-TZVPD) for the molecule C7H9NO.

Each line ends with the Löwdin charge.
Cartesian coordinates (Å):
C -0.96 0.81 0.57  -0.175
C 1.77 1.16 -0.01  -0.031
H 3.52 -0.18 -0.34  0.069
H -1.03 1.24 1.57  0.144
C 2.50 -0.03 -0.21  -0.114
C 1.66 -1.15 -0.19  -0.045
H -2.97 1.02 -0.22  0.102
H 2.13 2.26 0.06  0.132
C -1.91 1.30 -0.51  -0.044
O -1.94 -1.39 -0.28  -0.055
C -1.02 -0.75 0.57  -0.302
H -1.03 -1.22 1.59  0.161
C 0.39 -0.69 0.11  -0.237
H -1.21 -1.64 -1.03  0.191
H -1.79 0.92 -1.48  0.062
N 0.47 0.64 0.13  -0.026
H -1.92 2.40 -0.63  0.081
H 2.02 -2.16 -0.22  0.088

Summary:
Highest occupied orbital energy: -8.318 eV
Kohn-Sham gap: 9.181 eV
E_LUMO: 0.03171 Eh
SMILES: C[C@H]1[C@@H](O)c2cccn21

---

--- Q ---
Density functional theory data (ωB97M-V/def2-TZVPD) for the molecule C7H9NO.

Each line ends with the Löwdin charge.
Cartesian coordinates (Å):
N 0.18 1.59 0.18  -0.073
H -0.22 1.76 -2.03  0.139
H -1.15 1.09 1.57  0.147
H 3.35 -2.41 0.18  0.093
C -0.77 1.36 -1.06  -0.151
C -0.55 -0.07 -1.37  -0.312
C -0.13 -0.85 0.92  -0.264
C -0.12 0.67 1.28  -0.210
H 0.65 -0.18 -1.35  0.168
H -2.26 -0.65 -0.08  0.192
H 1.22 1.63 -0.11  0.140
O -1.14 -1.39 -1.65  -0.002
C 2.36 -1.76 0.30  0.094
C -1.11 -0.82 -0.25  -0.226
H 0.72 0.76 2.03  0.140
H -0.57 -1.24 1.80  0.120
H -1.73 1.87 -0.95  0.108
C 1.26 -1.36 0.59  -0.103

Summary:
Highest occupied orbital energy: -9.208 eV
Kohn-Sham gap: 10.231 eV
E_LUMO: 0.03759 Eh
SMILES: C#C[C@H]1CNC[C@@H]2O[C@H]21

---

Which structure is the least stable? The one labeled Q.

---

--- P ---
Density functional theory data (ωB97M-V/def2-TZVPD) for a cluster of 2 separate species, CH2ClNO2 in total.

Each line ends with the Löwdin charge.
Cartesian coordinates (Å):
C 0.83 1.05 -0.72  -0.750
O 0.33 1.78 0.06  0.021
H -0.30 -0.93 1.55  0.104
N -0.85 -1.16 0.73  -0.055
O -0.19 -1.22 -0.39  -0.157
Cl 1.96 1.23 -1.91  0.729
H -1.78 -0.76 0.68  0.108

Summary:
Highest occupied orbital energy (spin up / spin down): -8.384 / -9.228 eV
Kohn-Sham gap (spin up / spin down): 8.568 / 8.960 eV
E_LUMO (spin up / spin down): 0.00677 / -0.00986 Eh

---

--- Q ---
Density functional theory data (ωB97M-V/def2-TZVPD) for a cluster of 2 separate species, CH2ClNO2 in total.

Each line ends with the Löwdin charge.
Cartesian coordinates (Å):
O -1.80 -0.38 -0.02  -0.003
O -1.28 1.71 -0.29  0.104
C 0.82 -0.16 0.03  -0.418
Cl 0.52 -1.88 -0.21  0.563
H 1.70 0.22 -0.55  0.051
N -1.07 0.58 -0.11  -0.355
H 1.13 -0.09 1.14  0.058

Summary:
Highest occupied orbital energy: -10.257 eV
Kohn-Sham gap: 9.956 eV
E_LUMO: -0.01105 Eh

---

Which structure is the least stable? The one labeled Q.

---

--- P ---
Density functional theory data (ωB97M-V/def2-TZVPD) for the ion C5H6NO with charge +1.

Each line ends with the Löwdin charge.
Cartesian coordinates (Å):
N 2.87 0.14 0.01  0.083
C -1.59 -0.45 0.73  -0.046
H -2.16 -0.68 -1.42  0.130
H -1.34 -1.48 0.95  0.155
C 0.65 0.60 -0.11  0.179
C -1.96 0.01 -0.61  0.047
O 2.57 -1.12 -0.14  0.102
H -1.85 0.09 1.57  0.118
H 1.70 -1.25 -0.51  0.104
H -2.60 0.95 -0.71  0.164
C 1.96 1.03 -0.05  -0.089
C -0.51 0.12 -0.03  -0.112
H 2.26 2.05 0.33  0.165

Summary:
Charge: +1
Highest occupied orbital energy: -15.699 eV
Kohn-Sham gap: 8.749 eV
E_LUMO: -0.25540 Eh

---

--- Q ---
Density functional theory data (ωB97M-V/def2-TZVPD) for a cluster of 2 separate species, C5H6NO in total.

Each line ends with the Löwdin charge.
Cartesian coordinates (Å):
N 0.06 -1.01 -3.35  0.282
H -1.50 -1.04 0.15  0.159
H -1.17 0.30 2.06  0.180
O -1.02 -1.19 -3.52  0.203
C 0.53 1.24 0.94  0.024
H 1.31 1.92 -0.92  0.094
C 0.80 1.19 -0.38  -0.044
H 0.80 1.89 1.69  0.108
C -0.16 0.03 1.51  -0.143
H 0.28 -0.42 2.33  0.092
H 0.16 -1.98 0.09  0.188
C -0.34 -0.88 0.24  -0.196
C 0.23 -0.05 -0.83  0.054

Summary:
Charge: +1
Highest occupied orbital energy (spin up / spin down): -13.180 / -13.181 eV
Kohn-Sham gap (spin up / spin down): 7.009 / 7.009 eV
E_LUMO (spin up / spin down): -0.22678 / -0.22681 Eh

---

Which structure is the least stable? The one labeled Q.

---

--- P ---
Density functional theory data (ωB97M-V/def2-TZVPD) for a cluster of 2 separate species, C6H10NS2 in total.

Each line ends with the Löwdin charge.
Cartesian coordinates (Å):
S 2.90 0.30 0.71  1.073
C -1.81 2.53 0.10  -0.050
H -1.87 2.95 -0.94  0.123
H -1.86 -2.88 1.72  -0.164
H -2.77 2.29 0.62  0.121
C 2.10 -1.65 -0.82  -0.122
H 0.01 -0.98 -1.20  0.108
N -1.06 1.34 0.05  -0.006
S -2.36 -2.20 0.61  0.452
H -1.55 0.60 -0.42  0.116
C 1.16 0.32 0.08  -0.427
H 2.00 -2.56 -1.26  0.092
H 4.01 -1.78 0.09  0.076
C 3.18 -1.17 -0.13  -0.348
H -1.20 3.26 0.70  0.110
H -2.61 -3.39 0.02  -0.197
C 0.25 1.40 0.16  -0.039
H 0.49 2.37 0.70  0.167
C 1.01 -0.75 -0.78  -0.085

Summary:
Charge: +1
Highest occupied orbital energy: -13.003 eV
Kohn-Sham gap: 7.904 eV
E_LUMO: -0.18739 Eh

---

--- Q ---
Density functional theory data (ωB97M-V/def2-TZVPD) for the ion C6H10NS2 with charge +1.

Each line ends with the Löwdin charge.
Cartesian coordinates (Å):
H 2.53 -0.73 -1.68  0.081
H 0.69 1.83 -0.18  0.145
C 0.95 1.05 0.55  -0.147
C -3.25 0.45 0.28  -0.278
H -3.25 -0.49 -0.28  0.064
H 2.09 -1.94 -0.52  0.165
S -1.82 0.69 1.44  0.796
C 0.45 -1.01 -1.32  -0.112
S -1.07 -1.11 1.70  0.704
C 1.88 -0.85 -0.89  -0.106
C -0.25 0.10 0.47  -0.781
H 2.42 -0.29 1.22  0.117
H -2.96 1.31 -0.30  0.038
C 2.23 0.17 0.25  -0.113
H -4.25 0.56 0.69  0.070
H 2.98 0.89 -0.02  0.115
H 0.16 -1.52 -2.21  0.129
N -0.50 -0.42 -0.78  0.005
H 0.98 1.31 1.59  0.107

Summary:
Charge: +1
Highest occupied orbital energy: -13.823 eV
Kohn-Sham gap: 9.542 eV
E_LUMO: -0.15730 Eh

---

Which structure is the least stable? The one labeled Q.

---

--- P ---
Density functional theory data (ωB97M-V/def2-TZVPD) for a cluster of 2 separate species, C2H9N2 in total.

Each line ends with the Löwdin charge.
Cartesian coordinates (Å):
H 0.36 -1.43 -1.02  0.212
H 3.06 0.05 2.32  0.045
C -0.96 0.01 -1.62  0.079
H -2.75 1.19 -1.94  0.212
H 2.10 1.62 2.70  0.042
H 1.43 0.31 1.91  -0.059
H -1.28 -1.98 -1.25  0.214
H -2.55 -0.25 -2.91  0.224
H 1.72 0.15 3.64  0.021
N -0.57 -1.25 -1.41  0.436
N -2.15 0.40 -2.18  0.438
C 2.11 0.50 2.70  -0.045
H -0.52 0.68 -0.95  0.181

Summary:
Charge: +2
Highest occupied orbital energy (spin up / spin down): -18.137 / -18.137 eV
Spin multiplicity: 2
Kohn-Sham gap (spin up / spin down): 5.360 / 1.292 eV
E_LUMO (spin up / spin down): -0.46955 / -0.61905 Eh

---

--- Q ---
Density functional theory data (ωB97M-V/def2-TZVPD) for a structure of composition C2H9N2.

Each line ends with the Löwdin charge.
Cartesian coordinates (Å):
H 0.03 1.39 2.09  0.127
H -1.41 0.88 2.16  0.121
N -0.80 1.31 1.50  0.194
N -0.56 -0.14 -0.68  0.088
H 0.90 -0.14 -2.27  0.176
H 2.18 -2.15 -1.22  0.150
H -1.43 -0.66 -0.27  0.235
C 1.31 -1.62 -0.73  0.260
C 0.59 -0.68 -1.38  0.012
H 1.29 -1.79 0.44  0.179
H -0.91 2.29 1.28  0.128
H -0.34 0.67 0.40  0.160
H -0.84 0.64 -1.33  0.172

Summary:
Charge: +2
Highest occupied orbital energy (spin up / spin down): -21.144 / -22.304 eV
Spin multiplicity: 2
Kohn-Sham gap (spin up / spin down): 11.201 / 8.638 eV
E_LUMO (spin up / spin down): -0.36539 / -0.50221 Eh

---

Which structure is the least stable? The one labeled P.